No. 1
This record from the OMol25 dataset describes the molecule C23H28N6O in a non-equilibrium geometry. The level of theory is ωB97M-V/def2-TZVPD.

Geometry as ORCA input:
```
! RIJCOSX wB97M-V def2-TZVPD def2/J DEFGRID3
* xyz 0 1
C 5.9064 -1.9971 -2.1656
C 5.3121 -1.0073 -1.2167
C 6.1157 -0.3491 -0.2924
C 5.5882 0.5285 0.6360
C 4.2230 0.7575 0.6697
C 3.4051 0.1249 -0.2453
C 3.9428 -0.7342 -1.1984
N 3.0402 -1.3483 -2.0982
C 3.1138 -1.3293 -3.4434
O 4.0237 -0.9047 -4.1141
C 1.8689 -1.9766 -4.1035
N 0.6485 -1.4371 -3.5968
N -0.2423 -0.8202 -4.3291
N -1.1845 -0.4357 -3.5481
C -0.8508 -0.8302 -2.3014
C -1.6363 -0.5741 -1.1162
C -1.1984 -1.0145 0.1325
C -1.9519 -0.7544 1.2574
C -3.1476 -0.0489 1.1629
C -3.9578 0.2151 2.4037
N -3.0926 0.5646 3.5159
C -3.7109 0.4496 4.8212
C -4.7008 1.5767 5.1395
C -4.0034 2.9333 5.0228
C -4.9738 4.0806 5.2870
C -3.3719 3.0485 3.6342
C -2.4457 1.8554 3.3666
C -3.5775 0.3890 -0.0839
C -2.8339 0.1290 -1.2181
N 0.3158 -1.4750 -2.3189
H 5.3132 -2.9108 -2.1851
H 6.9246 -2.2414 -1.8745
H 5.9157 -1.5915 -3.1768
H 7.1786 -0.5425 -0.2989
H 6.2388 1.0233 1.3412
H 3.7970 1.4275 1.4009
H 2.3377 0.2981 -0.2341
H 2.1168 -1.5437 -1.7105
H 1.9024 -3.0548 -3.9144
H 1.8968 -1.7862 -5.1773
H -0.2706 -1.5619 0.2058
H -1.6208 -1.0830 2.2303
H -4.7235 0.9764 2.1829
H -4.4829 -0.7081 2.6746
H -4.2066 -0.5223 4.8876
H -2.9026 0.4675 5.5607
H -5.5415 1.5362 4.4430
H -5.0950 1.4402 6.1482
H -3.2016 2.9729 5.7704
H -5.7848 4.0692 4.5612
H -5.4042 3.9953 6.2824
H -4.4623 5.0378 5.2134
H -4.1598 3.0818 2.8782
H -2.7985 3.9737 3.5554
H -2.0309 1.9168 2.3577
H -1.6138 1.8827 4.0786
H -4.5040 0.9393 -0.1679
H -3.1601 0.4664 -2.1896
*
```

Properties
**SMILES**: Cc1ccccc1NC(=O)Cn1nnc(-c2ccc(CN3CCC(C)CC3)cc2)n1
**Orbital gap**: 8.868 eV
**Highest occupied orbital energy**: -8.47 eV


No. 2
This record from the OMol25 dataset describes a structure of composition C23H29BrNORuS4Sb2 in a non-equilibrium geometry. The level of theory is ωB97M-V/def2-TZVPD.

Geometry as ORCA input:
```
! RIJCOSX wB97M-V def2-TZVPD def2/J DEFGRID3
* xyz 0 2
Ru -1.2089 0.7821 0.0021
O 0.3279 5.4994 3.8598
C -0.2311 4.5885 3.0386
C -0.0682 4.5939 1.6623
C -0.6559 3.5879 0.9289
N -1.3981 2.5906 1.4562
C -1.5960 2.6681 2.7708
Br -2.8648 1.5147 3.5630
C -1.0335 3.6097 3.6079
H 0.8159 6.1513 3.3439
H 0.5131 5.3567 1.1605
H -0.5440 3.5614 -0.1435
H -1.2384 3.6078 4.6673
C -1.0249 -1.4732 3.5593
Sb -0.1748 -0.9562 1.6656
C 1.8487 -0.9403 2.3199
C -0.2920 -3.0128 1.0203
C 0.6118 -3.3608 -0.1211
C 1.9566 -3.6312 0.1372
C 2.8465 -3.9410 -0.8761
C 2.3948 -3.9962 -2.1867
C 1.0610 -3.7451 -2.4559
C 0.1538 -3.4309 -1.4421
C -1.2595 -3.1002 -1.8166
Sb -1.4537 -0.9639 -2.0013
C -0.4659 -0.8026 -3.8776
C -3.4371 -0.9529 -2.7654
H -0.5613 -2.4028 3.8898
H -2.0986 -1.6156 3.4521
H -0.8472 -0.6972 4.2998
H 2.0496 -1.8644 2.8609
H 1.9971 -0.0940 2.9894
H 2.5226 -0.8444 1.4711
H -1.3467 -3.1794 0.8062
H -0.0305 -3.5997 1.9019
H 2.3061 -3.5994 1.1628
H 3.8834 -4.1452 -0.6432
H 3.0758 -4.2349 -2.9931
H 0.7021 -3.7975 -3.4779
H -2.0069 -3.4579 -1.1105
H -1.4904 -3.5006 -2.8038
H -0.8357 -1.6017 -4.5191
H 0.6120 -0.8920 -3.7557
H -0.7016 0.1639 -4.3204
H -3.4858 -1.6002 -3.6414
H -3.7015 0.0666 -3.0400
H -4.1285 -1.3063 -2.0042
S -3.3965 -0.0134 0.5352
S -4.8146 1.2605 -0.0610
S -3.8133 2.9052 -0.7962
S -2.0715 2.2371 -1.6541
C 3.2957 2.4390 -1.1440
C 2.4206 2.0336 -2.1410
C 1.1715 1.5176 -1.8163
C 0.7290 1.3746 -0.4921
C 1.6476 1.7908 0.4859
C 2.8971 2.3153 0.1786
H 4.2690 2.8427 -1.3924
H 2.7092 2.1190 -3.1825
H 0.5160 1.2440 -2.6356
H 1.3787 1.7094 1.5365
H 3.5643 2.6218 0.9770
*
```

Properties
**Orbital gap (spin up / spin down)**: 7.525 / 5.869 eV
**Highest occupied orbital energy (spin up / spin down)**: -7.18 / -7.21 eV


No. 3
This record from the OMol25 dataset describes a structure of composition C23H29Cl2N5O2Tm in a non-equilibrium geometry. The level of theory is ωB97M-V/def2-TZVPD.

Geometry as ORCA input:
```
! RIJCOSX wB97M-V def2-TZVPD def2/J DEFGRID3
* xyz 1 3
Tm -0.4110 -0.1373 0.4706
C -4.6865 -1.1339 -0.0595
C -3.3072 -0.6290 -0.3475
N -2.6777 0.1640 0.4836
C -3.2398 0.5377 1.7770
C -2.4205 1.6906 2.3381
N -0.9786 1.3397 2.4181
C -0.1188 2.5441 2.4611
C 1.3734 2.2315 2.2815
N 1.5856 1.0240 1.4637
C 2.8038 0.9744 0.6194
C 2.5154 0.6827 -0.8595
N 1.2912 -0.0851 -1.0480
C 1.0630 -0.8423 -2.0995
C 2.1376 -1.3178 -3.0381
C -0.2952 -1.1674 -2.4049
C -0.7506 -2.0693 -3.3420
C -2.1086 -2.3538 -3.4866
C -3.0051 -1.8882 -2.5168
C -2.6218 -0.9997 -1.5413
N -1.3160 -0.3598 -1.7292
H -5.3887 -0.2990 -0.0072
H -4.6996 -1.6342 0.9108
H -5.0423 -1.8330 -0.8078
H -4.2807 0.8556 1.7052
H -3.2098 -0.3105 2.4729
H -2.5094 2.5378 1.6594
H -2.8265 1.9863 3.3071
H -0.8340 0.7927 3.2638
H -0.2636 3.1027 3.3883
H -0.4530 3.1864 1.6464
H 1.8320 3.0819 1.7794
H 1.8672 2.1325 3.2500
H 1.6531 0.2421 2.1016
H 3.4735 0.2124 1.0184
H 3.3349 1.9234 0.6844
H 3.3981 0.2054 -1.2853
H 2.3849 1.6314 -1.3907
H 3.1345 -1.1601 -2.6404
H 2.0618 -0.7980 -3.9951
H 2.0225 -2.3842 -3.2315
H -0.0345 -2.6150 -3.9446
H -2.4390 -3.0566 -4.2368
H -4.0068 -2.2982 -2.5012
Cl 2.7234 -7.8229 1.0588
C 1.9527 -6.2743 1.1204
C 2.7272 -5.1258 1.0419
C 2.1060 -3.8888 1.1024
C 0.7221 -3.8084 1.2120
C -0.0428 -4.9655 1.2732
C 0.5735 -6.2054 1.2437
C 0.0626 -2.4816 1.2164
O -0.9330 -2.2503 0.4623
O 0.5300 -1.5260 1.9262
H 3.8008 -5.2064 0.9439
H 2.6971 -2.9823 1.0634
H -1.1214 -4.8985 1.3442
H -0.0071 -7.1158 1.3069
Cl -0.8233 2.2107 -1.0464
C -1.4289 0.9697 -2.2750
H -0.8048 1.1163 -3.1498
H -2.4606 1.2489 -2.4573
*
```

Properties
**Orbital gap (spin up / spin down)**: 6.512 / 6.508 eV
**Highest occupied orbital energy (spin up / spin down)**: -9.40 / -9.40 eV


Q: Which relative energy (zero: lowest compared OMol25 entry of this formula, charge and spin) values were calculated for the entries above? A: 1.5 4.4 0.0, in kcal/mol.
Q: Which energy values were calculated for the entries above? A: -35293.7271 -156900.4810 -90440.8067, in eV.